Record 1
ORCA calculation (ωB97M-V/def2-TZVPD) on a structure of composition C19H20N5NiS3Te.

```
49
Properties=species:S:1:pos:R:3:forces:R:3:lowdin_spin:R:1
Ni 0.5130 -0.5922 1.3900 -0.2242 -0.0698 0.4310 1.068
N 1.1763 -3.7430 1.6727 -0.3358 -0.3518 -0.2303 0.001
C 0.9916 -3.3271 0.3722 0.1571 1.1952 -0.4539 0.005
C 0.8128 -4.3011 -0.6139 -0.0594 -0.0921 -0.4481 0.000
C 0.7076 -3.9256 -1.9391 0.1200 0.4943 0.5010 0.002
C 0.7958 -2.5651 -2.2537 0.0120 -0.4595 -0.1820 0.000
C 0.9491 -1.6648 -1.2326 0.0580 -0.0033 0.3027 0.008
N 1.0193 -2.0091 0.0697 -0.0127 -1.1721 -0.3923 0.022
C 1.4625 -3.0467 2.8269 0.3607 1.0342 0.8295 0.005
C 1.7736 -3.7980 3.9709 0.0214 -0.0431 -0.0927 0.003
C 2.1501 -3.1596 5.1314 -0.1359 0.4160 -0.2627 0.000
C 2.1756 -1.7643 5.1453 0.0678 -0.3979 0.0388 0.001
C 1.8258 -1.0929 3.9969 0.0331 0.0387 -0.0070 0.005
N 1.4717 -1.6971 2.8506 0.0793 -1.1488 0.1622 0.043
H 1.1447 -4.7470 1.7900 0.0176 0.2654 0.0017 0.000
H 0.7595 -5.3414 -0.3344 0.0210 -0.1511 0.0552 0.000
H 0.5879 -4.6652 -2.7143 -0.0597 -0.1104 -0.0471 0.000
H 0.7441 -2.2238 -3.2764 0.0101 0.0276 -0.0458 0.000
H 1.0349 -0.6012 -1.4517 -0.0848 -0.2256 0.1245 0.003
H 1.7320 -4.8761 3.9242 0.0342 -0.1296 -0.0138 0.000
H 2.4284 -3.7262 6.0070 -0.0428 -0.0862 0.0597 0.000
H 2.4616 -1.2160 6.0286 0.0189 0.0603 0.0300 0.000
H 1.8323 -0.0116 3.9727 -0.0976 0.0408 -0.1301 0.005
Te -0.1010 1.5398 0.0388 0.5347 0.8284 1.3061 0.181
C -1.0404 3.3815 0.5146 -0.1190 -0.1618 0.4310 0.057
C -0.5539 4.5877 0.1046 -0.1451 -0.4516 -0.1411 0.005
C -1.1878 5.6733 0.7417 -0.0982 0.2998 0.1448 0.004
C -2.1194 5.2699 1.6444 -0.1342 -0.3340 0.1456 0.001
S -2.2400 3.5586 1.7359 0.3816 0.2072 -0.3872 0.007
H 0.2108 4.6850 -0.6481 0.1644 0.0563 -0.0865 0.001
H -0.9567 6.7058 0.5423 0.0132 0.1539 0.0024 0.001
H -2.7436 5.8733 2.2743 -0.1157 0.1867 0.0703 0.000
C -3.2117 1.1807 -2.3803 -0.3614 0.0057 0.2022 0.004
N -1.8872 1.3994 -2.8773 0.5752 0.4060 -0.1874 0.010
C -1.5009 0.9377 -4.2063 -0.0229 -0.1204 -0.2850 0.003
C -0.0689 1.4737 -4.3492 0.1568 -0.0276 -0.4091 0.002
N 0.1526 2.0810 -3.0480 -0.3161 0.1894 -0.0175 0.020
C -0.9319 2.0710 -2.2419 -0.2439 -0.2257 -0.8665 0.068
S -1.6519 -0.1038 0.3578 -0.2677 -0.3727 -0.2761 0.079
H -3.4461 0.1137 -2.3583 0.0205 0.0443 0.0404 0.001
H -3.9515 1.6988 -3.0003 0.0759 -0.0291 -0.0189 0.000
H -3.2555 1.5706 -1.3673 -0.0919 -0.0548 0.0091 0.002
H -2.1760 1.3452 -4.9671 0.0458 -0.0883 0.0796 0.000
H -1.5445 -0.1560 -4.2574 -0.0285 0.0843 0.0030 0.001
H 0.0243 2.2145 -5.1506 -0.0478 -0.1344 0.0378 0.000
H 0.6590 0.6767 -4.5330 -0.0987 0.0640 -0.0520 0.001
H 0.9497 2.6665 -2.8628 -0.0497 -0.1252 0.1165 0.001
S 1.4327 2.4460 2.7976 0.0806 -0.0543 0.0222 0.689
C 0.5896 1.2044 2.1632 0.1339 0.5224 -0.1141 0.690
```
Positions in Å, forces in eV/Å.

The multiplicity is 4. The value obtained for the molar mass is 600.898 g/mol. The value obtained for the total energy is -3980.5264 hartree.

Record 2
ORCA calculation (ωB97M-V/def2-TZVPD) on a structure of composition C19H20N5O3RuS3.

```
51
Properties=species:S:1:pos:R:3:forces:R:3:lowdin_spin:R:1
Ru -1.3067 -0.4988 0.2038 -0.1547 -0.1273 0.4488 2.189
N -5.6931 -0.9590 0.3393 0.0220 0.0480 -0.0270 0.003
C -4.3759 -0.5700 0.3347 -0.0876 0.0158 0.0284 0.011
S -3.2100 -1.8247 0.5942 0.1306 -0.0308 -0.0655 0.078
N -4.1478 0.6838 0.1077 -0.1826 -0.1030 0.0392 0.001
N -2.8052 1.0397 0.1067 0.3339 0.2938 -0.0806 0.001
C -2.6852 2.3084 -0.0666 -0.0082 -0.1317 0.0214 0.028
C -1.5581 3.2341 -0.0299 0.1546 0.0324 -0.0007 0.002
C -1.9649 4.5780 -0.1686 0.0520 -0.0877 0.0199 0.005
C -1.1128 5.6473 -0.0083 0.0102 0.0063 0.0111 0.000
C 0.2140 5.3984 0.3265 0.0216 0.0373 -0.0081 0.006
C 0.6576 4.1001 0.4405 0.0453 -0.0322 0.0218 -0.001
C -0.1935 3.0109 0.2363 -0.0910 -0.0647 -0.0422 0.010
O 0.4185 1.8170 0.3901 0.0228 0.1106 -0.0689 0.033
H -5.8941 -1.8445 0.7685 0.0136 -0.0044 0.0176 0.000
H -6.3658 -0.2232 0.4772 0.0018 0.0024 -0.0121 0.000
H -3.6326 2.8235 -0.2041 -0.0635 -0.0677 0.0031 0.001
H -3.0085 4.7689 -0.3867 -0.0140 -0.0189 -0.0028 0.000
H -1.4782 6.6591 -0.1204 -0.0017 0.0009 -0.0051 0.000
H 0.9052 6.2179 0.4789 0.0014 -0.0029 0.0058 0.000
H 1.6899 3.8719 0.6724 0.0012 0.0181 0.0004 0.000
C 0.9202 1.9109 -2.4835 0.0719 -0.0194 -0.0506 0.008
C 1.0022 0.6750 -1.5792 0.0260 0.0363 0.0010 0.026
C 0.6387 -0.5614 -2.3892 -0.1803 0.0265 -0.0932 0.014
C 2.4186 0.5069 -1.0220 0.0176 -0.0187 -0.0039 0.011
N 0.0240 0.7697 -0.4945 -0.2126 0.1281 -0.0734 0.246
H 1.6192 1.8012 -3.3172 -0.0138 -0.0043 0.0150 0.001
H 1.1799 2.8271 -1.9546 0.0017 0.0145 0.0412 0.000
H -0.0875 2.0164 -2.8895 -0.0206 0.0034 0.0028 0.000
H 1.1948 -0.5597 -3.3290 0.0004 0.0028 0.0120 0.001
H -0.4303 -0.5845 -2.6314 0.0509 0.0645 -0.0103 0.009
H 0.8716 -1.4744 -1.8571 0.0282 -0.1562 0.0739 0.002
H 3.0991 0.2352 -1.8326 0.0163 0.0034 0.0120 0.002
H 2.4286 -0.2858 -0.2719 0.0026 -0.0114 -0.0078 0.000
H 2.7816 1.4246 -0.5596 -0.0254 0.0170 0.0319 0.001
O 0.1434 -3.6483 -1.5043 0.0878 0.1051 -0.0083 0.024
S -0.0359 -3.6465 -0.0694 -0.0395 -0.1266 0.0734 0.041
O -1.0924 -4.5086 0.4084 -0.0112 0.0296 0.0204 0.023
N -0.1784 -2.1284 0.5318 0.0983 -0.2101 -0.5320 0.127
C 0.6334 -1.9247 1.6423 0.1737 -0.1307 0.0251 0.274
S 0.2393 -0.5110 2.5001 -0.1218 0.1929 0.0947 0.380
C 1.6080 -2.9327 1.7912 -0.1228 0.1625 0.1287 0.093
C 2.6663 -3.0692 2.7159 0.0376 0.0712 0.0757 0.079
C 3.5134 -4.1459 2.6131 0.0146 0.0111 0.0364 0.015
C 3.3504 -5.1300 1.6182 0.0010 -0.0233 -0.0299 0.126
C 2.2928 -5.0322 0.7228 -0.0152 -0.0267 -0.0316 -0.002
C 1.4438 -3.9514 0.8225 -0.0787 -0.0240 -0.1012 0.119
H 2.8030 -2.3179 3.4839 0.0029 -0.0039 -0.0042 0.008
H 4.3316 -4.2437 3.3177 0.0035 0.0067 0.0008 -0.002
H 4.0399 -5.9620 1.5613 -0.0068 -0.0086 -0.0055 0.009
H 2.1282 -5.7876 -0.0363 0.0062 -0.0061 0.0024 -0.003
```
Positions in Å, forces in eV/Å.

The multiplicity is 5. The value obtained for the molar mass is 563.672 g/mol. As for the net charge: -1. The calculation puts the relative energy (zero: lowest compared OMol25 entry of this formula, charge and spin) at 1.965 eV.

Record 3
ORCA calculation (ωB97M-V/def2-TZVPD) on the molecule C19H20N6O2S.

```
48
Properties=species:S:1:pos:R:3:forces:R:3:nbo_charge:R:1
O -0.4554 2.0582 3.5338 0.4763 -1.0367 0.0658 -0.533
N -1.1501 -1.5696 3.3372 0.0765 -0.4859 -0.9218 -0.312
N -0.0445 -2.4947 1.5035 0.7394 0.5988 1.6695 -0.476
N -1.2580 0.5744 -2.2256 -0.2486 -0.1960 -0.5971 -0.151
N -1.9653 -3.1438 0.2237 0.2536 0.3376 0.3099 -0.447
O -1.3791 0.4163 -3.6374 0.0127 0.0564 0.1745 -0.298
S 1.5357 -1.3832 3.4263 0.2263 1.1394 0.3987 0.264
C 0.3172 1.2192 3.0879 -1.0567 1.0807 0.3571 0.573
C -0.0052 -1.8428 2.7331 0.6547 -0.0734 -0.4727 0.171
C -1.3221 -2.6442 1.3262 -1.5934 0.4757 -0.1918 0.500
C 0.0095 0.7220 -1.9702 0.4395 0.0683 -1.3351 0.341
C -3.2554 -2.9467 0.1030 0.4955 0.3586 2.7603 0.296
C 0.7374 0.6794 -3.2447 1.3403 0.1885 1.3306 -0.375
C -4.0161 -2.2866 1.1646 0.6695 -0.4104 -0.7284 -0.338
C 1.9246 1.1071 1.1007 -1.5125 -0.3830 -1.1407 -0.247
C 0.5598 1.1377 1.6447 1.5760 -0.7148 -3.1918 -0.226
C -0.1576 0.4861 -4.2250 -0.0538 0.5008 0.9338 0.341
C -3.3724 -1.8818 2.3039 -1.2118 -0.0345 0.4553 0.281
C 1.8506 0.9503 -0.2838 1.0517 0.5885 2.5228 0.147
C -0.2838 1.0150 0.5150 0.4903 0.6011 2.4233 0.230
N -2.0120 -2.0866 2.4217 -1.5355 -0.1039 -1.6140 -0.210
N 0.5090 0.9351 -0.6502 -0.9538 -0.4719 -0.0840 -0.358
C -3.9799 -3.6066 -0.9712 -1.6529 0.4520 -1.0401 -0.656
C 0.1046 0.4508 -5.7108 -0.9065 -0.1496 0.0062 -0.659
C -4.1858 -1.3213 3.4516 0.3077 -0.2064 0.4171 -0.654
C 3.0885 0.8259 -1.1209 -0.6590 0.1938 -1.1014 -0.637
C -1.7834 1.0182 0.6602 -0.2169 -0.6834 -1.7467 -0.654
C 1.1605 0.3593 4.0559 -1.1824 -0.7300 -0.4729 -0.593
H 1.8031 0.7949 -3.3908 -0.2542 -0.0505 0.0796 0.232
H -5.1137 -2.1959 1.0574 0.9086 0.0674 0.2234 0.232
H 2.8440 1.2000 1.6632 -0.0800 -0.1264 -0.1257 0.218
H -4.5205 -4.4757 -0.5576 -0.1515 0.5143 -0.1445 0.236
H -3.3149 -4.0039 -1.7008 0.6105 -0.1244 -0.6359 0.242
H -4.6853 -2.8647 -1.4633 0.5839 -1.1144 0.5486 0.228
H 1.1801 0.3363 -5.8745 -0.2687 -0.0267 0.0723 0.236
H -0.4371 -0.3785 -6.1882 0.2787 0.0805 0.2072 0.237
H -0.2375 1.3551 -6.2469 0.1462 -0.2186 0.5361 0.238
H -5.2728 -1.3172 3.2597 0.6564 -0.0050 -0.2987 0.230
H -3.8672 -0.3173 3.7275 0.0695 0.0949 -0.0963 0.245
H -4.0382 -1.9328 4.3513 0.1217 0.0568 -0.1801 0.239
H 3.9891 0.9118 -0.5188 -0.2188 -0.1297 0.2821 0.237
H 3.1008 -0.1397 -1.6459 0.1527 0.2377 0.0455 0.222
H 3.1550 1.6358 -1.8683 -0.0278 -0.3358 0.1167 0.211
H -2.2389 1.9394 0.2485 0.1731 -0.6084 -0.1657 0.236
H -2.0959 0.9890 1.6866 0.3836 -0.0102 0.6853 0.234
H -2.2054 0.1017 0.1674 0.0994 1.0078 0.1718 0.230
H 2.0769 0.9169 4.1820 0.6315 -0.2613 0.0225 0.246
H 0.6463 0.3228 5.0303 0.1590 -0.0080 -0.5304 0.252
```
Positions in Å, forces in eV/Å.

The value obtained for the molar mass is 396.476 g/mol. As for the SMILES: Cc1cc(C)n2nc(SCC(=O)c3cc(C)n(-c4cc(C)on4)c3C)nc2n1. The calculation puts the relative energy (zero: lowest compared OMol25 entry of this formula, charge and spin) at 2.564 eV.

Look up the molar mass of the third one. 396.476 g/mol

Which of these has the lowest molar mass? C19H20N6O2S

Which formula does entry 3 have? C19H20N6O2S

Which formula does entry 3 have? C19H20N6O2S